{
  "formula": "C41H71N4O7",
  "method": "ωB97M-V/def2-TZVPD",
  "homo_ev": [-8.51, -9.22],
  "energy_ha": -2350.24340,
  "multiplicity": 4,
  "homo_lumo_gap_ev": [8.11, 8.80],
  "lumo_ha": [-0.015, -0.016],
  "symbols": ["C", "C", "O", "C", "C", "N", "C", "O", "C", "C", "C", "C", "C", "C", "O", "C", "C", "C", "O", "H", "H", "H", "H", "H", "H", "H", "H", "H", "H", "H", "H", "H", "H", "H", "H", "H", "C", "C", "C", "C", "C", "C", "N", "O", "C", "C", "C", "H", "H", "H", "H", "H", "H", "H", "H", "H", "H", "H", "H", "H", "H", "H", "H", "H", "H", "C", "C", "C", "C", "C", "C", "N", "O", "C", "C", "C", "H", "H", "H", "H", "H", "H", "H", "H", "H", "H", "H", "H", "H", "H", "H", "H", "H", "H", "C", "C", "C", "C", "C", "C", "N", "O", "C", "C", "C", "H", "H", "H", "H", "H", "H", "H", "H", "H", "H", "H", "H", "H", "H", "H", "H", "H", "H"],
  "xyz": [[4.92568, -2.52124, -1.30766], [4.74293, -1.02006, -1.79975], [4.58157, -0.24109, -0.58903], [4.21233, 1.09697, -0.97704], [3.49331, 1.83331, 0.20680], [2.00865, 1.76361, 0.17826], [1.54301, 2.69288, -0.81724], [1.52523, 3.89465, -0.77425], [0.98418, 1.88284, -2.02248], [0.58759, 2.29654, -3.34939], [0.05404, 1.27884, -4.25628], [-0.04310, -0.15176, -3.72322], [0.35411, -0.51449, -2.36062], [0.17841, -1.98622, -1.87146], [-1.18508, -2.38198, -2.13342], [-2.05472, -2.02528, -1.05852], [0.89764, 0.51475, -1.47833], [1.39581, 0.47833, 0.00189], [1.24790, -0.41098, 0.79413], [5.16595, -3.12082, -2.22031], [5.72605, -2.55797, -0.52628], [3.94751, -2.84441, -0.87499], [3.75162, -0.98427, -2.32638], [5.60650, -0.68366, -2.42807], [5.18893, 1.64635, -1.15349], [3.66063, 1.12938, -1.95165], [3.75825, 2.92531, 0.10851], [3.93986, 1.52206, 1.19227], [0.71018, 3.36854, -3.60947], [-0.27214, 1.57845, -5.28003], [-0.44507, -0.90361, -4.44606], [0.45451, -2.14604, -0.79963], [0.81996, -2.65118, -2.50365], [-2.47367, -2.91914, -0.50965], [-2.95718, -1.43916, -1.39989], [-1.53904, -1.38898, -0.28518], [-3.30522, -1.63613, 6.08380], [-3.49216, -2.76646, 5.03511], [-2.91276, -4.09430, 5.56274], [-1.39314, -4.20393, 5.48373], [-0.89399, -3.83603, 4.08896], [-1.39449, -2.45748, 3.63415], [-2.87714, -2.33236, 3.74590], [-3.42161, -3.04610, 2.76850], [-0.68942, -1.36780, 4.46870], [-0.90274, -2.18943, 2.20166], [-5.02045, -2.94761, 4.93674], [-3.11938, -0.67081, 5.60853], [-4.19902, -1.49237, 6.69355], [-2.48901, -1.83991, 6.77958], [-3.33615, -4.92812, 4.99024], [-3.22764, -4.24959, 6.59897], [-0.92430, -3.57053, 6.24315], [-1.08863, -5.22727, 5.71667], [0.19935, -3.86134, 4.07749], [-1.22058, -4.60641, 3.38239], [-1.05078, -0.37309, 4.19987], [0.38820, -1.38116, 4.28863], [-0.80619, -1.48962, 5.54370], [-1.23292, -2.95089, 1.49453], [0.18732, -2.18447, 2.16338], [-1.24900, -1.21694, 1.84681], [-5.50231, -2.05224, 4.53630], [-5.44378, -3.14170, 5.92464], [-5.30017, -3.79819, 4.31259], [1.87044, -3.09524, -9.37242], [1.20956, -1.77355, -8.89634], [1.65993, -0.59666, -9.78362], [3.05739, -0.06845, -9.48242], [3.22870, 0.19849, -7.99173], [2.88334, -1.02692, -7.13194], [1.52403, -1.57275, -7.44849], [0.61126, -0.74546, -6.93879], [3.96623, -2.10841, -7.33776], [3.02511, -0.64542, -5.64674], [-0.29650, -1.98311, -9.15458], [2.09285, -3.75936, -8.53465], [1.21320, -3.66659, -10.03042], [2.79236, -2.92592, -9.93175], [0.95629, 0.23591, -9.66609], [1.60994, -0.88700, -10.83715], [3.81632, -0.77146, -9.83951], [3.22337, 0.85911, -10.03548], [4.25748, 0.51492, -7.79782], [2.59445, 1.04557, -7.70950], [3.73209, -3.01174, -6.76925], [4.93719, -1.74726, -6.99075], [4.11389, -2.39300, -8.37729], [2.38738, 0.19603, -5.37190], [4.05083, -0.34359, -5.42237], [2.78022, -1.48873, -4.99643], [-0.69889, -2.78693, -8.53316], [-0.46859, -2.25021, -10.19940], [-0.88068, -1.07988, -8.97067], [-0.87099, 3.35181, 4.14277], [-2.34880, 3.32669, 4.61964], [-3.09549, 4.58319, 4.13027], [-2.80649, 5.84926, 4.93033], [-2.96442, 5.59364, 6.42697], [-2.12001, 4.40468, 6.90920], [-2.37149, 3.17395, 6.10480], [-3.55946, 2.69538, 6.45141], [-0.62696, 4.79612, 6.85762], [-2.38305, 4.17366, 8.40895], [-2.96617, 2.12002, 3.88644], [-0.20192, 2.90262, 4.87992], [-0.72657, 2.77361, 3.22798], [-0.51665, 4.36130, 3.92610], [-4.17613, 4.40278, 4.17279], [-2.86174, 4.76610, 3.07729], [-1.80319, 6.22352, 4.70447], [-3.49713, 6.63907, 4.62522], [-2.69080, 6.49727, 6.97913], [-4.02268, 5.41613, 6.64523], [0.00894, 3.95917, 7.15617], [-0.42438, 5.62090, 7.54499], [-0.29462, 5.14046, 5.88066], [-3.43601, 3.98903, 8.62755], [-2.09526, 5.05407, 8.98753], [-1.80129, 3.32796, 8.78164], [-2.50707, 1.18268, 4.20780], [-2.81906, 2.20975, 2.80784], [-4.04445, 2.04472, 4.03818]],
  "atomic_forces_ev_per_a": [[-0.18, 1.28, -0.64], [-0.58, -1.74, 1.40], [-0.60, 0.60, -1.65], [1.31, 0.63, 0.82], [1.20, 0.58, 0.23], [0.53, 0.43, 0.40], [-1.46, -0.42, -2.35], [0.73, -0.60, 0.69], [-0.08, -2.06, 1.18], [-0.26, -1.94, 0.71], [0.82, -1.29, 3.21], [0.53, 2.68, 0.14], [0.25, 1.17, -0.07], [-0.23, 0.16, -0.95], [0.45, 0.10, 0.84], [-0.97, 0.47, 1.01], [-1.17, 0.89, -2.87], [-0.60, 0.30, -2.48], [0.64, 0.76, -0.20], [-0.07, 0.17, 0.97], [-0.64, -0.16, -0.81], [0.90, 0.11, -0.28], [1.03, 0.17, -0.12], [-0.74, -0.05, 0.47], [-0.99, -0.32, 0.09], [0.10, -0.13, 0.91], [-0.46, -1.05, 0.15], [-0.68, -0.03, -1.02], [-0.22, -0.94, 0.03], [0.35, -0.66, 1.00], [0.47, 0.60, 0.97], [-0.21, 0.40, -0.86], [-0.51, 0.48, 0.48], [0.65, 0.65, -0.70], [1.03, -0.55, -0.06], [-0.40, -0.59, -0.87], [0.27, 0.19, 0.13], [-0.78, 0.87, 1.86], [0.33, -0.33, -0.33], [0.03, 0.11, 0.00], [-0.34, -0.32, 0.23], [1.79, 1.14, 0.09], [-0.56, -3.20, -1.41], [0.25, 1.27, 0.55], [-0.05, 0.08, 0.42], [-0.53, -0.38, -0.15], [0.02, -0.17, -0.78], [0.04, -0.10, -0.01], [0.01, -0.21, -0.09], [0.04, 0.06, -0.08], [-0.07, 0.17, -0.10], [-0.15, 0.21, -0.08], [0.00, 0.04, -0.07], [-0.03, 0.02, 0.04], [-0.05, 0.23, -0.10], [-0.13, 0.14, -0.07], [-0.01, -0.08, -0.02], [-0.11, -0.12, -0.20], [-0.12, 0.02, -0.03], [-0.18, 0.04, 0.16], [-0.09, 0.07, 0.27], [-0.01, -0.02, 0.08], [0.07, -0.03, 0.00], [0.29, 0.11, 0.05], [0.12, 0.16, -0.13], [0.33, -0.18, 0.00], [-0.14, -1.60, -1.43], [0.15, 0.50, 0.23], [0.07, -0.10, 0.00], [-0.32, 0.11, -0.35], [1.83, -0.59, 0.67], [-1.51, 3.39, -0.01], [0.89, -1.40, -0.06], [0.00, -0.23, -0.31], [-0.70, 0.19, 0.04], [-0.21, 0.40, 0.65], [0.02, 0.13, 0.00], [-0.06, 0.24, -0.01], [0.03, -0.02, 0.11], [-0.06, -0.14, 0.14], [-0.14, -0.20, 0.13], [-0.01, 0.00, 0.07], [-0.01, -0.05, -0.03], [-0.04, -0.18, 0.18], [-0.12, -0.13, 0.10], [-0.06, 0.06, -0.03], [-0.17, 0.14, 0.08], [-0.10, -0.03, 0.03], [-0.09, -0.15, -0.06], [0.02, -0.13, -0.27], [-0.07, 0.01, -0.05], [0.06, 0.05, 0.00], [0.30, -0.03, 0.05], [0.11, -0.07, 0.19], [0.31, 0.18, 0.06], [1.35, -0.35, -1.70], [-0.33, 0.31, 0.34], [0.11, -0.02, 0.05], [-0.26, -0.05, -0.43], [1.52, 1.00, 1.11], [-3.50, 0.45, 0.05], [1.40, -0.17, 0.00], [0.21, 0.01, -0.32], [-0.52, -0.45, -0.12], [-0.52, -0.18, 0.59], [-0.10, 0.08, 0.03], [-0.22, 0.08, 0.01], [0.03, -0.03, 0.10], [0.08, -0.17, 0.09], [0.10, -0.25, 0.05], [0.00, -0.04, 0.06], [0.03, -0.02, -0.04], [0.14, -0.18, 0.11], [0.05, -0.20, 0.03], [-0.08, 0.00, -0.03], [-0.20, -0.09, 0.05], [-0.03, -0.11, -0.01], [0.07, -0.12, -0.16], [0.11, 0.03, -0.25], [-0.04, -0.01, -0.06], [-0.03, 0.07, 0.02], [0.21, 0.21, 0.13], [0.11, -0.02, 0.21]]
}